Computed, not measured: a 7-piece molecular cluster, C44H74F9N2O9P overall, with the ωB97M-V functional and the def2-TZVPD basis.

CARTESIAN COORDINATES (ANGSTROEM)
P 3.4055 0.6284 0.8386
F 0.2816 -1.6875 -4.9700
F -0.7611 -3.9609 -2.1999
F 3.9977 -3.7882 -3.0388
F 1.4543 -5.1022 -2.2870
F 0.2369 -1.8996 -2.0259
F 1.5098 -3.2143 4.4578
F -1.8345 -2.0705 -4.1140
F 1.7670 -4.2013 -4.4057
F 2.9738 -1.7364 -2.8598
O 0.8210 8.0059 -3.0652
O 3.6780 -4.1055 4.1365
O 2.8206 -1.6327 7.1869
O 3.9236 -2.4293 -0.2354
O 1.6826 -0.8373 2.4587
O 1.2593 5.2069 0.1288
O -3.4880 -1.4101 0.4475
O -1.3020 -6.2959 -5.8052
O -8.3023 1.2858 -1.1282
N 2.4863 1.9989 4.4291
N 6.0545 0.9911 3.8555
C 4.0992 -0.9576 3.1816
C -9.8740 0.0310 -2.3791
C 1.5537 -3.8542 -3.0347
C -9.4006 1.4300 -2.0390
C 3.9129 -2.8156 1.1900
C -0.4344 -2.1265 1.4962
C -0.1087 -7.0830 -5.8981
C 0.5439 -0.2391 3.1278
C 4.5711 2.1127 0.9698
C -0.0179 6.8851 1.2090
C 2.3538 1.2173 -1.8441
C 2.9281 -3.1036 4.3479
C -0.0285 7.4794 -4.0941
C -9.5511 -0.7271 -1.1116
C -0.5256 -2.6720 -4.2794
C 5.2128 0.1432 3.6401
C 2.1404 -2.8632 9.0951
C 2.8825 -0.0433 2.5543
C 3.6512 -1.6914 4.5404
C -0.7333 -1.2282 2.8240
C 1.6582 -1.4377 9.2427
C 2.4274 -2.9475 7.6094
C -4.3516 -0.2648 0.4101
C 1.0875 6.3022 -0.7841
C -8.2552 -0.0737 -0.6752
C -3.3689 -1.9383 -0.8813
C 1.9186 0.9466 -0.2881
C 0.1688 -7.6127 -4.5080
C 2.7807 1.2378 3.5264
C 2.5291 -0.7043 8.2424
C 2.8505 -3.0988 -2.4593
C 4.2312 3.3355 -0.0359
C 1.5943 9.0824 -3.6134
C 0.0195 8.4613 -5.2474
C 4.8473 -1.8892 2.1069
C 0.4527 5.4469 1.2905
C 0.1628 -3.0529 -2.8602
C -1.2231 -7.7398 -3.9310
C -0.0942 7.1080 -0.2841
C -4.5423 0.0937 -1.0491
C 1.4135 9.0312 -5.1173
C -1.9196 -6.5418 -4.5327
C -4.4283 -1.2546 -1.7222
C 2.9660 -3.3390 -0.8667
H -1.0389 7.3411 -3.7019
H -0.2965 -7.8981 -6.6053
H -0.0804 -1.4810 0.6204
H 1.3059 -0.0312 -0.3178
H 0.2886 -2.9923 1.7227
H -0.8656 -1.9952 3.6806
H 1.5370 10.0050 -5.5949
H -4.1623 -1.1974 -2.7787
H -0.9635 7.0540 1.7279
H 5.5359 -2.6001 2.7167
H 2.9554 -1.0104 5.1698
H -0.0462 8.1582 -0.5746
H -2.3630 -1.7069 -1.2445
H 2.1394 8.3395 -5.5576
H -1.0267 6.6863 -0.6752
H 0.2231 0.7850 2.7098
H -3.4892 -3.0243 -0.8569
H 4.8635 4.2413 0.3076
H -9.2863 -0.3705 -3.2117
H 3.4799 -0.3999 8.6924
H 4.6870 2.5617 2.0166
H -1.7101 -0.6428 2.6845
H 0.3688 6.5018 -4.3886
H -0.7212 9.2537 -5.0949
H 0.6287 -0.2424 4.2867
H -9.4578 -1.8052 -1.2553
H -1.4690 -2.5497 1.1814
H -5.3021 -0.5470 0.8764
H 0.7416 -6.8750 -3.9366
H -2.9918 -6.7010 -4.6702
H 5.6281 1.7370 0.6673
H -0.3919 4.7498 1.2618
H -10.1846 2.0014 -1.5304
H 2.1906 2.3500 -2.0455
H 1.4183 -3.6089 9.4323
H 0.7083 -6.4688 -6.2840
H 2.0072 6.8967 -0.7703
H 1.2172 1.7557 0.1230
H -5.3785 -1.7934 -1.6369
H 1.6932 0.6557 -2.5905
H 3.2213 -3.6614 7.3755
H 3.4775 1.0362 -2.0210
H 0.9364 5.9185 -1.7943
H 1.7518 -1.0449 10.2567
H 2.0401 0.1808 7.8291
H 0.7276 -8.5503 -4.5132
H -10.3304 -0.5477 -0.3633
H 1.0382 5.2478 2.1916
H 1.9106 -3.2204 -0.4239
H -1.7732 -5.6517 -3.9113
H -10.9290 -0.0059 -2.6568
H 1.5305 -3.2260 7.0465
H 1.2068 10.0188 -3.1979
H 2.8402 -2.9682 1.5713
H 3.0664 -3.0019 9.6631
H 5.5249 -1.2732 1.4211
H -7.3902 -0.5535 -1.1454
H -0.6340 -3.5924 -4.9716
H 0.7354 7.5499 1.6449
H 0.6067 -1.3689 8.9441
H -3.9080 0.5494 0.9882
H 3.3250 -4.4359 -0.7412
H -1.2501 -7.7423 -2.8397
H 2.6393 8.9741 -3.3129
H -9.0772 1.9898 -2.9196
H -5.4885 0.6027 -1.2424
H 4.6101 -1.8513 5.1671
H 4.3965 -3.8758 1.2005
H -8.1191 -0.0954 0.4089
H -1.6889 -8.6650 -4.2865
H 4.6450 3.0402 -1.0767
H 3.1043 3.5635 -0.1217
H -3.7279 0.7453 -1.3836
H -0.1755 7.9929 -6.2138

Kohn-Sham gap, eV: 7.982
M, g mol⁻¹: 977.037
SMILES string: CCCO[C@](C#N)(P(CC)CC)[C@](C#N)(CCOCC(F)(F)C(F)(F)C(F)(F)C(F)F)CC(=O)F.C1CCOC1.C1CCOC1.C1CCOC1.C1CCOC1.C1CCOC1.C1CCOC1
Largest force on an atom, eV Å⁻¹: 6.72
Charge: 0



Computed, not measured: C4H7FO3Tb as an isolated structure, with the ωB97M-V functional and the def2-TZVPD basis.

CARTESIAN COORDINATES (ANGSTROEM)
Tb 0.9816 0.4972 0.8361
F -2.0486 -0.8625 -1.4414
O 2.6954 1.3992 -0.0246
O 2.8306 -0.6318 -0.7945
O -1.2809 0.3975 0.2645
C 2.6100 -1.5474 0.3498
C 3.3866 0.6076 -0.7473
C -1.9590 -0.7756 -0.0738
C -2.0273 1.6174 0.0831
H -1.3680 -1.6292 0.2891
H -2.9790 -0.7484 0.3303
H 3.5468 -1.6233 0.9258
H -2.8827 1.6140 0.7697
H 2.2037 -2.4521 -0.1327
H -1.3512 2.4435 0.3240
H -2.3580 1.6938 -0.9583

Kohn-Sham gap (spin up / spin down), eV: 5.529 / 6.118
Multiplicity: 7
M, g mol⁻¹: 281.020
⟨S²⟩: 12.755
Largest force on an atom, eV Å⁻¹: 3.29
Charge: +1



Computed, not measured: one molecule with the formula C12H8FN3OS, with the ωB97M-V functional and the def2-TZVPD basis.

CARTESIAN COORDINATES (ANGSTROEM)
S 0.0339 1.4009 -0.7964
F -3.6704 -0.6241 -4.2317
O 2.0148 -1.5060 2.6925
N 2.3483 1.8714 0.5491
N 3.1342 0.2889 2.1451
N -0.1919 -0.7807 0.6456
C -2.2095 -0.3854 -2.3897
C 2.0461 -0.5141 1.9961
C -1.9664 -0.6351 -1.0102
C -0.7479 -0.1375 -0.3695
C -3.3834 -0.8745 -2.9459
C 3.2891 1.4436 1.3685
C -4.3183 -1.5654 -2.1705
C -4.1403 -1.7174 -0.7977
C -2.9211 -1.2995 -0.2294
C 1.2329 1.0475 0.3688
C 4.5411 2.2343 1.5333
C 0.9773 -0.1266 1.0521
H 4.5818 2.9752 0.7666
H -2.8245 -1.3972 0.8524
H -5.2405 -1.9279 -2.6301
H 3.8332 0.1040 2.8803
H 5.3888 1.5495 1.3919
H -1.4554 0.1229 -2.9854
H -4.9017 -2.2530 -0.2095
H 4.5499 2.7061 2.5238

Kohn-Sham gap, eV: 8.457
M, g mol⁻¹: 261.281
SMILES string: Cc1nc2sc(-c3cccc(F)c3)nc2c(=O)[nH]1
Largest force on an atom, eV Å⁻¹: 3.60
Charge: 0



Computed, not measured: C28H29ClI2IrN4O3 as an isolated structure, with the ωB97M-V functional and the def2-TZVPD basis.

CARTESIAN COORDINATES (ANGSTROEM)
Ir -0.9349 0.9614 -1.6751
I -2.7321 0.6631 -3.9022
I -4.9470 1.9674 -1.3727
Cl 0.9412 6.0339 2.2833
O -1.3711 3.0010 -1.7880
O 1.0697 0.8068 -2.1778
O 0.7713 -4.6810 4.9682
N 2.3588 -5.1204 -0.2863
N 0.1284 4.7202 -1.9235
N -0.6812 -1.0433 -1.5412
N 3.0103 -4.1612 -0.8642
C 0.6327 -1.4284 -1.5800
C 2.3851 -3.9083 1.8468
C -1.0845 4.2238 -1.7366
C 0.3667 6.1590 -1.8199
C 2.0259 -5.0063 1.0398
C -0.8174 2.0937 0.9524
C -1.3815 0.8528 0.3606
C 1.1143 3.4638 1.4586
C 0.5661 2.2606 1.0484
C 3.3216 -2.0259 -1.7685
C 1.9540 -3.8411 3.1477
C 0.2686 4.5063 1.8067
C -2.2156 5.1814 -1.4957
C -1.1097 4.3474 1.7821
C -0.0936 -5.6463 5.5441
C 1.1624 -4.8620 3.6892
C 1.5483 -0.4110 -1.9540
C 1.2614 3.8524 -2.2178
C 0.8403 -5.9790 2.9139
C -1.3109 -3.2931 -1.1279
C 2.8884 -0.7480 -2.0792
C -4.6025 0.5424 -2.8846
C -1.6432 3.1469 1.3486
C 1.2735 -6.0468 1.6049
C 1.0278 -2.7534 -1.3131
C 0.0061 -3.6940 -1.1136
C 2.4507 -3.0318 -1.3047
C -1.6177 -1.9475 -1.3140
H 0.2254 6.5055 -0.7949
H 1.2252 1.4420 0.7801
H 1.0387 -6.9064 0.9917
H -2.3803 5.8019 -2.3779
H 2.2192 -3.0067 3.7824
H -1.7500 5.1591 2.0985
H -2.4591 0.7684 0.5031
H -0.2890 6.7190 -2.4848
H -2.1108 -4.0027 -0.9803
H -2.0007 5.8431 -0.6579
H 0.2695 -6.7978 3.3258
H 3.0103 -3.1249 1.4421
H 2.1760 4.3857 -1.9749
H -3.1128 4.6076 -1.2907
H -0.3533 -5.2665 6.5278
H 1.3929 6.3562 -2.1123
H -2.6372 -1.5872 -1.2795
H 2.1857 3.5967 1.5115
H -0.8707 -0.0382 0.7266
H 1.2774 3.5805 -3.2741
H -2.7182 3.0226 1.3119
H 4.3707 -2.2791 -1.8300
H 0.4072 -6.6112 5.6498
H -5.3537 0.6662 -3.6555
H -4.6592 -0.4460 -2.4460
H 0.2560 -4.7349 -0.9696
H -1.0011 -5.7666 4.9477
H 1.2213 2.9495 -1.6226
H 3.5898 0.0090 -2.4028

Kohn-Sham gap (spin up / spin down), eV: 6.097 / 6.309
Multiplicity: 5
M, g mol⁻¹: 951.043
⟨S²⟩: 6.110
Largest force on an atom, eV Å⁻¹: 0.49
Charge: +1



Computed, not measured: one molecule with the formula C5H8N2, with the ωB97M-V functional and the def2-TZVPD basis.

CARTESIAN COORDINATES (ANGSTROEM)
N -1.3679 -0.4949 0.5920
N -0.9583 0.6078 1.3546
C 2.2457 -0.1538 -0.4514
C -0.1270 -1.0634 0.1938
C 0.2646 0.8966 1.0087
C 0.8652 -0.1045 0.1612
C -2.2091 0.1396 -0.5064
H 2.8066 -0.9820 -0.0244
H 0.6769 1.8219 1.3792
H 0.0361 -2.1059 0.5080
H -1.6682 0.9028 -1.1031
H -3.0589 0.6645 -0.0646
H 2.2671 -0.3000 -1.5413
H 2.8349 0.7509 -0.2832
H -2.6077 -0.5798 -1.2229

Kohn-Sham gap, eV: 8.959
M, g mol⁻¹: 96.133
SMILES string: Cc1cnn(C)c1
Largest force on an atom, eV Å⁻¹: 2.51
Charge: 0



Computed, not measured: a 2-piece molecular cluster, C10H22 overall, with the ωB97M-V functional and the def2-TZVPD basis.

CARTESIAN COORDINATES (ANGSTROEM)
C 1.2763 -1.0367 1.6558
C 1.0696 -1.4506 -0.8076
C 1.8851 -0.7494 0.3059
C 1.6578 0.6970 -0.0321
C -1.7566 2.0350 -0.2561
C 3.3813 -1.0567 0.2530
C -2.5100 -0.0970 -1.0482
C -1.6792 1.1748 -1.4661
C -2.0786 1.1644 1.0340
C -2.3990 -0.1884 0.4129
H -0.6143 0.7604 -1.9227
H -3.2513 -0.7977 0.7874
H 1.8240 -0.5746 2.4624
H -3.5358 -0.0483 -1.3800
H 0.2619 -0.6150 1.6678
H -0.8947 2.7824 -0.2466
H 0.5779 0.9873 -0.1881
H 1.6608 -1.2505 -1.7301
H 2.1657 0.8092 -1.0311
H -1.2886 1.1940 1.8912
H 2.1402 1.3587 0.6900
H 3.6054 -2.1334 0.5040
H 3.9098 -0.7568 -0.6699
H 0.7638 -2.4821 -0.7846
H -2.1570 -0.9614 -1.5359
H -2.2657 1.5655 -2.3951
H -2.9827 1.5845 1.6466
H -1.4324 -0.8572 0.6174
H 3.8897 -0.6427 1.2308
H -2.6777 2.5787 -0.4922
H 0.0720 -0.8348 -0.9061
H 1.3823 -2.1587 1.7333

Kohn-Sham gap, eV: 11.290
M, g mol⁻¹: 142.286
SMILES string: CC(C)(C)C.C1CCCC1
Largest force on an atom, eV Å⁻¹: 4.79
Charge: 0



Copy entry 6 word for word.
Computed, not measured: a 2-piece molecular cluster, C10H22 overall, with the ωB97M-V functional and the def2-TZVPD basis.

CARTESIAN COORDINATES (ANGSTROEM)
C 1.2763 -1.0367 1.6558
C 1.0696 -1.4506 -0.8076
C 1.8851 -0.7494 0.3059
C 1.6578 0.6970 -0.0321
C -1.7566 2.0350 -0.2561
C 3.3813 -1.0567 0.2530
C -2.5100 -0.0970 -1.0482
C -1.6792 1.1748 -1.4661
C -2.0786 1.1644 1.0340
C -2.3990 -0.1884 0.4129
H -0.6143 0.7604 -1.9227
H -3.2513 -0.7977 0.7874
H 1.8240 -0.5746 2.4624
H -3.5358 -0.0483 -1.3800
H 0.2619 -0.6150 1.6678
H -0.8947 2.7824 -0.2466
H 0.5779 0.9873 -0.1881
H 1.6608 -1.2505 -1.7301
H 2.1657 0.8092 -1.0311
H -1.2886 1.1940 1.8912
H 2.1402 1.3587 0.6900
H 3.6054 -2.1334 0.5040
H 3.9098 -0.7568 -0.6699
H 0.7638 -2.4821 -0.7846
H -2.1570 -0.9614 -1.5359
H -2.2657 1.5655 -2.3951
H -2.9827 1.5845 1.6466
H -1.4324 -0.8572 0.6174
H 3.8897 -0.6427 1.2308
H -2.6777 2.5787 -0.4922
H 0.0720 -0.8348 -0.9061
H 1.3823 -2.1587 1.7333

Kohn-Sham gap, eV: 11.290
M, g mol⁻¹: 142.286
SMILES string: CC(C)(C)C.C1CCCC1
Largest force on an atom, eV Å⁻¹: 4.79
Charge: 0



Question: What is the M in the fourth record?
Answer: 951.043 g mol⁻¹